A 8-piece molecular cluster, C26H42Cl3F12N3O11 overall in a non-equilibrium geometry, computed with ωB97M-V/def2-TZVPD.

```
97
Properties=species:S:1:pos:R:3:forces:R:3
C -11.3356 9.9361 -22.3156 -0.9 0.0 -0.2
C -12.6205 10.6885 -21.9825 -0.7 -2.2 0.3
O -13.1734 11.2113 -23.1753 -1.5 0.7 -2.8
C -13.8776 10.4198 -24.0773 1.5 -2.4 3.1
O -14.1455 9.2270 -23.8901 0.5 3.5 -0.7
C -14.2556 11.1417 -25.3871 0.0 1.0 1.0
F -13.6467 12.3413 -25.5811 -1.0 -0.5 0.7
F -13.9290 10.4288 -26.4129 0.4 -1.4 -1.3
F -15.5964 11.2366 -25.3628 0.2 0.7 -0.1
H -11.1777 9.1264 -21.6032 0.7 0.7 0.6
H -10.5792 10.6993 -22.4984 0.5 -0.6 0.3
H -11.4948 9.3404 -23.2144 -0.1 0.4 -0.4
H -12.5254 11.4596 -21.2180 0.2 0.4 -0.6
H -13.3701 10.0013 -21.5901 0.1 -0.3 0.2
C -4.1101 11.2932 -21.5135 0.9 0.6 -0.4
C -3.5181 12.2112 -20.3920 1.0 -1.1 -2.2
O -4.4342 12.7409 -19.4892 -2.4 0.2 1.1
C -5.4691 13.4572 -19.9328 1.8 3.3 -3.0
O -5.5363 14.0000 -21.0556 -0.4 -2.2 3.4
C -6.3884 13.8681 -18.7479 -0.3 1.3 0.9
F -7.3074 12.8989 -18.6196 -0.3 0.9 -0.1
F -5.7238 13.9468 -17.5757 -0.1 -0.3 -0.7
F -6.9772 15.1511 -18.8648 0.8 -2.9 -0.5
H -4.5493 11.8056 -22.3695 -0.8 0.6 0.6
H -4.7461 10.4748 -21.1760 0.1 0.1 0.2
H -3.2750 10.8872 -22.0843 0.4 -0.6 0.7
H -2.9333 13.0151 -20.8390 -0.2 0.2 -0.2
H -2.7900 11.6654 -19.7919 -0.4 -0.2 0.1
C -7.0533 8.0210 -21.8990 0.6 1.7 -0.2
C -8.0526 8.4602 -20.8652 -1.7 -0.7 0.3
O -7.3739 9.0921 -19.7967 1.7 0.7 2.6
C -7.6725 8.8550 -18.4904 -3.6 -1.9 -1.6
O -8.6168 8.1239 -18.1597 2.8 1.9 -0.1
C -6.7968 9.6498 -17.4846 -0.1 -0.5 -0.8
F -6.5506 8.8563 -16.4343 0.2 0.6 -0.3
F -5.6603 9.9776 -18.1227 -0.3 0.2 0.9
F -7.4148 10.7644 -17.0436 0.4 -0.7 -0.3
H -7.4155 7.6054 -22.8393 -0.4 -0.5 0.5
H -6.2013 7.5103 -21.4501 -0.2 -0.4 -0.2
H -6.6805 8.9890 -22.2338 0.7 0.0 -0.2
H -8.6733 7.6596 -20.4630 0.0 -0.1 0.0
H -8.7151 9.2622 -21.1908 -0.2 -0.3 -0.6
C -10.5692 5.5130 -17.3798 0.9 -0.5 -0.6
C -11.3569 6.1665 -16.3234 1.3 2.1 -1.2
O -12.5944 5.5374 -16.2749 -3.0 0.0 1.9
C -13.5664 6.2077 -15.5920 2.2 3.4 0.8
O -13.4698 7.3506 -15.1407 0.2 -2.4 -1.0
C -14.8396 5.4763 -15.3610 -0.3 -3.1 -0.6
F -15.1209 4.8353 -16.5337 -0.2 0.0 0.7
F -14.6729 4.5419 -14.3696 0.2 0.4 -0.9
F -15.8781 6.1683 -15.0129 -0.4 1.1 0.0
H -9.6206 6.0497 -17.3905 0.3 -0.4 -0.1
H -11.0193 5.7168 -18.3514 -0.1 -0.3 0.0
H -10.4586 4.4423 -17.2077 0.2 0.0 -0.2
H -11.4380 7.1671 -16.7481 -0.6 0.4 0.5
H -10.7855 6.3028 -15.4052 -0.6 -0.6 0.5
Cl -10.0899 6.5534 -23.6525 -0.3 0.4 0.2
C -11.2958 6.1986 -24.8668 -0.4 0.3 -1.3
Cl -10.5392 5.0802 -26.0397 -0.5 0.2 0.2
Cl -11.9638 7.6637 -25.7748 0.8 -1.0 0.9
H -12.1753 5.7277 -24.4278 0.4 0.1 0.0
C -3.3717 5.0874 -22.9449 1.1 -1.4 -0.8
N -3.5046 6.4641 -22.6896 -1.8 1.4 0.1
C -4.2956 7.2337 -23.6585 0.8 -0.5 -0.4
C -2.9604 7.0253 -21.6082 0.9 1.7 0.6
O -2.9220 8.2316 -21.3212 -0.4 -1.8 -0.5
H -2.5965 4.6478 -22.3173 0.0 0.1 0.1
H -2.9985 5.0079 -23.9659 0.0 -0.4 -0.2
H -4.2426 4.4361 -22.8702 -0.5 0.4 0.2
H -4.4334 8.2716 -23.3553 0.0 -0.3 0.1
H -3.7350 7.1866 -24.5922 0.1 0.4 -0.2
H -5.2220 6.7190 -23.9132 -0.2 0.1 0.5
H -2.4334 6.2511 -21.0293 0.0 0.2 0.4
C -7.9830 13.1246 -15.0590 -0.7 2.4 -0.8
N -7.9757 14.2803 -14.1379 0.5 0.3 0.8
C -8.7716 15.5361 -14.4106 -0.3 -1.7 -0.2
C -7.2667 14.1788 -12.9701 -2.1 2.0 1.8
O -7.5581 14.8606 -11.9516 1.5 -1.6 -2.4
H -8.9894 12.7061 -15.0589 0.2 -0.6 0.3
H -7.1606 12.4204 -14.9333 -0.3 0.1 0.3
H -7.9012 13.6102 -16.0314 0.3 -0.5 -0.4
H -9.7361 15.3052 -14.8629 -0.1 -0.5 0.0
H -9.0470 16.0434 -13.4860 0.7 0.0 -0.1
H -8.2878 16.1451 -15.1743 0.4 0.2 0.4
H -6.4497 13.4427 -13.0231 -0.2 -0.1 0.3
C -12.9492 11.6957 -16.2029 -1.3 0.7 1.6
N -12.1541 10.6791 -16.7969 0.8 0.5 0.4
C -11.1192 10.1390 -15.8554 -0.8 -0.8 -0.7
C -12.3892 10.2781 -18.0670 0.6 -0.3 1.3
O -11.7601 9.3910 -18.5937 0.1 -0.4 -0.9
H -13.8948 12.0337 -16.6267 0.3 -0.5 -1.2
H -12.4320 12.6265 -15.9702 0.4 -0.1 0.1
H -13.3484 11.2570 -15.2884 0.2 0.3 0.5
H -10.1229 10.5806 -15.8768 -0.1 0.4 -0.6
H -11.4801 10.2410 -14.8319 -0.2 0.1 -0.2
H -11.0196 9.0696 -16.0416 0.1 0.1 -0.1
H -13.2364 10.8288 -18.5044 0.0 -0.1 -0.2
```
Positions in Å, forces in eV/Å.

Output
Molar mass (g mol⁻¹): 906.967
LUMO (eV): 0.170
DFT total energy (hartree): -4586.7185
SMILES: CCOC(=O)C(F)(F)F.CCOC(=O)C(F)(F)F.CCOC(=O)C(F)(F)F.CCOC(=O)C(F)(F)F.ClC(Cl)Cl.CN(C)C=O.CN(C)C=O.CN(C)C=O
Kohn-Sham gap (eV): 9.274
Energy above the lowest of the compared OMol25 structures with the same formula, charge and spin (eV): 2.706

***

A 2-piece molecular cluster, C18H18ClF3NO4S2 overall in a non-equilibrium geometry, computed with ωB97M-V/def2-TZVPD.

```
47
Properties=species:S:1:pos:R:3:forces:R:3
C 3.1188 -3.4450 0.9339 0.2 0.0 0.3
C 1.7133 -3.7692 0.4776 -0.4 0.3 0.1
O 0.8239 -2.7317 0.9722 1.0 -0.6 -0.4
C -0.3745 -2.6468 0.2981 -1.4 1.3 -0.6
C -1.1788 -1.5060 0.7213 1.5 -0.9 -0.9
C -2.5170 -1.7568 1.0285 -1.2 -0.3 0.1
C -3.2680 -2.8109 0.3896 -0.3 -0.1 0.3
C -4.3851 -3.3574 1.0133 0.8 2.0 1.1
Cl -5.1882 -4.7111 0.3357 -0.4 -0.6 -0.4
C -4.8790 -2.7887 2.2087 -0.2 -0.4 -0.1
C -4.2859 -1.6157 2.7082 0.1 -0.1 -0.6
C -3.1692 -1.0643 2.0983 -0.1 -0.4 -0.2
O -0.6831 -3.4879 -0.5493 0.5 -0.1 0.6
H 3.8136 -4.2094 0.5644 -0.1 0.1 0.0
H 3.4417 -2.4723 0.5383 -0.1 -0.2 0.1
H 3.1977 -3.4268 2.0306 -0.1 0.1 -0.3
H 1.6704 -3.8003 -0.6189 -0.1 -0.1 0.2
H 1.3749 -4.7446 0.8617 0.1 0.3 -0.2
H -0.6736 -0.6166 1.0724 0.1 -0.2 0.6
H -2.9412 -3.2011 -0.5689 0.1 0.0 0.4
H -5.7325 -3.2471 2.7127 0.3 0.2 -0.2
H -4.6940 -1.1391 3.5974 0.0 -0.1 -0.1
H -2.7023 -0.1531 2.4739 -0.1 -0.3 0.1
C -0.4075 2.7805 -0.0787 -0.7 -0.5 0.2
N 0.6415 3.7603 -0.3042 0.8 1.5 0.8
S 0.2557 5.3261 0.3146 0.8 -0.1 -1.0
C 0.4414 6.2577 -1.2842 0.0 -0.4 0.1
F 0.8334 7.5272 -0.9987 -0.5 -0.9 -0.4
F 1.3343 5.7139 -2.1405 -0.9 0.6 0.8
F -0.7667 6.2907 -1.9135 0.9 0.4 0.1
S 2.2512 3.3074 0.1092 0.2 -1.0 -1.2
C 2.2181 1.8840 -0.9493 0.6 -0.4 0.2
C 2.2693 0.6193 -0.3614 -0.5 0.3 -0.3
C 1.7191 -0.4372 -1.0834 0.2 -0.4 -0.2
C 1.2655 -0.2569 -2.3932 0.2 0.2 0.1
C 1.5014 0.9621 -3.0436 0.1 -0.1 0.1
C 1.9852 2.0518 -2.3204 -0.1 -0.2 0.2
O 3.1584 4.2670 -0.4573 -0.5 0.3 0.6
O 2.3464 2.9048 1.4884 -0.1 0.4 -0.4
H -1.3447 3.3073 -0.2836 0.1 -0.3 0.0
H -0.3001 1.9464 -0.7788 0.0 0.1 0.2
H -0.4385 2.4097 0.9564 0.1 0.0 -0.3
H 2.6845 0.4960 0.6406 -0.5 0.0 -0.2
H 1.6392 -1.4120 -0.6105 0.0 0.3 -0.1
H 0.7502 -1.0752 -2.9065 0.3 0.3 0.2
H 1.2895 1.0594 -4.1098 0.0 0.0 0.3
H 2.1917 3.0115 -2.7913 -0.4 -0.1 0.2
```
Positions in Å, forces in eV/Å.

Output
Molar mass (g mol⁻¹): 468.926
LUMO (eV): 2.204
DFT total energy (hartree): -2608.5915
Kohn-Sham gap (eV): 5.033
Total charge: -1

***

C5H6Cl3NO3S as an isolated structure in a non-equilibrium geometry, computed with ωB97M-V/def2-TZVPD.

```
19
Properties=species:S:1:pos:R:3:forces:R:3
C -0.8786 0.0611 0.3718 -1.7 0.0 0.6
C 0.1385 1.0171 1.2042 -3.6 -0.2 0.0
C 1.0007 0.2149 2.0765 2.1 0.5 -0.8
C 0.8397 -0.2261 3.3042 -2.2 0.1 0.0
C -1.5051 -0.4778 -1.9085 -2.6 -0.1 2.4
N -0.5760 0.0320 -0.9457 1.6 -0.9 -0.8
O -1.9338 -0.3638 0.8653 2.7 0.7 -0.9
O 1.4726 -1.2384 -2.0706 -0.2 -0.9 1.7
O 0.7942 0.9228 -2.8501 -0.4 1.4 -2.0
S 1.0935 0.2676 -1.6329 0.0 -1.4 0.8
Cl 0.6960 2.2106 0.0593 1.1 1.5 0.7
Cl -1.0194 1.9288 2.1902 -0.3 0.4 0.9
Cl 2.4748 -0.0976 1.1741 0.3 -0.8 0.5
H 1.6352 -1.4714 -2.9764 -0.2 0.4 -1.1
H 1.4802 -1.0448 3.5848 0.2 0.2 0.7
H -0.1222 0.0722 3.8331 1.6 -0.7 -0.5
H -1.1614 -1.1669 -2.6095 1.0 -1.1 -0.9
H -2.3280 -0.9020 -1.3028 0.6 -0.7 -0.2
H -2.1007 0.2618 -2.3671 0.1 1.5 -1.0
```
Positions in Å, forces in eV/Å.

Output
Molar mass (g mol⁻¹): 266.533
LUMO (eV): 0.239
DFT total energy (hartree): -2253.2621
Kohn-Sham gap (eV): 10.186
Energy above the lowest of the compared OMol25 structures with the same formula, charge and spin (eV): 2.481

***

C36H52N2O34S6 as an isolated structure in a non-equilibrium geometry, computed with ωB97M-V/def2-TZVPD.

```
130
Properties=species:S:1:pos:R:3:forces:R:3
C 1.4066 -5.9401 2.6103 -1.6 0.3 -0.9
C 2.2153 -6.6301 1.5145 -0.2 -0.3 0.8
O 3.5386 -6.1507 1.7927 0.6 -0.6 0.0
S 3.7499 -5.6466 3.2931 -1.4 -1.2 -0.2
O 3.9919 -4.2573 3.2143 0.1 0.4 0.5
O 4.5723 -6.5192 4.0316 0.6 0.0 0.1
O 2.2438 -5.9969 3.7427 0.7 0.9 0.2
H 0.4682 -6.4048 2.9133 0.2 -0.5 -0.2
H 1.0868 -4.9428 2.2807 0.6 0.3 0.4
H 1.9924 -6.3707 0.4857 -0.2 0.2 0.0
H 2.1471 -7.7101 1.6634 0.4 0.0 -0.2
C 0.0925 2.8932 -5.4671 0.3 -1.7 -1.2
C 1.2343 3.7993 -5.8626 -0.6 1.2 -0.6
O 1.8813 4.1366 -4.6284 0.1 -0.7 0.3
S 0.7881 4.1957 -3.4678 -0.2 -0.1 -0.8
O 0.2974 5.5230 -3.4127 -0.4 0.4 0.2
O 1.2480 3.5567 -2.2998 0.4 -0.2 0.5
O -0.3120 3.2513 -4.1584 0.2 0.6 0.0
H 0.4211 1.8484 -5.4999 0.2 0.1 0.7
H -0.7193 2.8715 -6.1956 -0.3 0.8 0.3
H 0.8668 4.7246 -6.3207 0.0 0.0 0.2
H 1.9188 3.3792 -6.5928 0.3 -0.3 0.4
C 2.8875 -1.2587 -3.0880 0.3 1.0 1.1
C 3.0031 -1.1483 -4.5993 -1.0 0.4 0.4
O 4.3250 -1.5166 -4.9073 0.7 -0.4 -0.5
S 5.0454 -2.4444 -3.7979 -2.2 1.5 -0.5
O 6.3210 -1.8844 -3.5877 0.4 -0.2 0.4
O 4.8418 -3.8059 -4.1192 0.3 -0.6 0.1
O 4.0051 -2.0364 -2.6414 0.7 -1.0 0.1
H 1.9445 -1.6441 -2.7068 0.1 -0.6 -0.3
H 3.0329 -0.3133 -2.5564 -0.1 0.2 -0.5
H 2.8447 -0.1182 -4.9123 0.2 0.0 0.0
H 2.2160 -1.7325 -5.0807 0.5 -0.4 -0.2
C -1.7846 5.3851 -0.9774 0.2 -0.1 -0.1
C -2.6864 5.9166 0.1292 -0.4 0.8 0.3
O -3.7578 4.9808 0.2407 0.2 -0.4 0.4
S -3.3693 3.5293 -0.2847 -0.3 0.9 0.8
O -4.5291 3.0924 -0.9737 0.2 -0.4 -0.7
O -2.8504 2.7006 0.7475 0.2 0.0 0.1
O -2.1557 4.0013 -1.1959 -0.6 -0.1 -0.2
H -0.7379 5.3608 -0.6890 0.0 0.2 -0.1
H -1.9293 5.9237 -1.9088 0.1 -0.1 -0.1
H -3.1892 6.8546 -0.1037 0.2 0.0 -0.4
H -2.1666 6.1184 1.0679 0.0 -0.7 0.1
C 5.7381 3.1053 0.7283 0.6 -0.8 0.5
C 6.2315 3.8734 1.9730 0.5 0.4 0.1
O 5.1453 4.7246 2.3623 -0.1 0.1 0.3
S 3.7716 4.1573 1.8088 1.2 -0.1 -0.3
O 2.9433 5.2419 1.4803 -0.7 0.7 -0.3
O 3.2858 3.1245 2.6416 -0.1 -0.6 0.3
O 4.4096 3.5629 0.4771 -0.4 0.2 -0.1
H 5.7250 2.0277 0.8875 -0.1 0.0 0.1
H 6.3801 3.3047 -0.1247 -0.3 0.2 -0.2
H 7.0722 4.5287 1.7468 -0.2 0.1 -0.2
H 6.5602 3.2769 2.8233 -0.4 -0.4 -0.1
C -1.8950 -5.5385 -1.2957 0.2 -0.3 -0.5
C -2.4743 -5.2529 0.0618 0.4 0.6 -0.1
O -3.4180 -6.3311 0.1726 -0.2 0.1 -0.1
S -4.2470 -6.3127 -1.2054 0.3 0.2 0.4
O -5.2389 -5.2991 -1.1768 -0.2 0.4 0.1
O -4.6136 -7.6414 -1.4894 0.1 -0.5 -0.3
O -3.0538 -5.7789 -2.1334 -0.3 -0.1 0.2
H -1.3629 -6.4930 -1.2775 0.2 0.2 0.2
H -1.2642 -4.7791 -1.7487 -0.2 0.2 0.0
H -3.0190 -4.3099 0.1465 0.2 0.1 -0.2
H -1.6834 -5.2513 0.8074 -0.3 -0.4 0.3
C -3.9843 2.4124 4.0476 -0.1 -0.4 -1.3
C -5.0494 3.1652 3.5549 -0.1 0.2 0.9
C -5.0278 4.5507 3.6246 0.0 -0.3 -1.0
C -3.8790 5.1614 4.0797 0.1 -0.2 0.4
C -2.7920 4.4232 4.5045 0.7 0.2 -0.4
C -2.8046 3.0363 4.4171 -0.5 0.4 1.0
N -3.8018 6.6298 4.1334 -0.3 -0.3 -0.2
O -4.4125 7.2227 3.2611 0.1 0.2 0.1
O -3.1635 7.1411 5.0285 0.0 0.0 -0.2
H -4.0411 1.3382 3.9109 0.2 0.0 0.3
H -5.9616 2.7005 3.2049 0.1 -0.2 -0.1
H -5.8429 5.0938 3.1682 0.0 0.3 0.3
H -1.8866 4.9504 4.7805 -0.1 0.0 0.2
H -1.9534 2.4924 4.8032 0.0 -0.2 -0.3
C 0.8638 1.8289 1.0183 0.3 0.0 -0.8
C 1.4715 1.0768 0.0109 0.2 0.6 0.8
C 1.2728 -0.2799 -0.0218 0.7 -0.3 -0.6
C 0.4675 -0.8714 0.9241 0.1 0.4 0.2
C -0.1658 -0.1361 1.9137 -0.3 -0.7 -0.3
C 0.0271 1.2310 1.9429 -0.5 0.2 0.0
N 0.2093 -2.2907 0.8023 -0.7 -0.5 -0.2
O 0.8201 -2.9448 -0.0251 0.4 0.0 0.0
O -0.6964 -2.7658 1.4684 0.1 -0.1 0.3
H 1.0690 2.8904 0.9648 -0.3 0.1 0.4
H 2.1421 1.6018 -0.6556 -0.1 -0.3 -0.3
H 1.7527 -0.8913 -0.7714 -0.1 0.0 0.1
H -0.8777 -0.6659 2.5315 0.0 0.3 0.2
H -0.6032 1.8269 2.5903 0.3 0.0 0.2
O -3.3295 -0.5155 2.3919 -0.1 0.1 0.0
C -4.2053 -0.9023 1.6742 0.0 -0.3 0.2
O -4.0235 -1.9572 0.8367 0.0 -0.3 -0.1
C -5.1479 -2.0160 -0.0576 0.0 1.7 -1.3
C -6.3300 -1.4932 0.7572 0.4 -0.9 -0.8
C -5.6392 -0.4008 1.5690 -0.1 -0.7 0.2
H -5.2145 -2.9079 -0.6754 0.0 -0.6 1.0
H -4.9500 -1.2460 -0.8277 0.0 0.0 0.1
H -6.6952 -2.3290 1.3559 -0.2 0.3 0.3
H -7.1143 -1.1813 0.0712 -0.1 0.2 0.2
H -6.0690 -0.3656 2.5679 0.2 0.5 0.1
H -5.6222 0.5753 1.0834 -0.2 0.0 0.1
O 0.3626 0.3217 -3.5677 0.5 0.2 -0.1
C -0.4435 0.1701 -2.6955 -0.7 0.0 0.7
O -0.6513 -1.0515 -2.1649 0.1 -0.8 -0.4
C -1.9208 -1.1665 -1.5151 -0.3 1.3 0.2
C -2.3084 0.2929 -1.1940 0.0 0.0 0.2
C -1.4342 1.1737 -2.0938 0.5 -1.5 -0.2
H -1.7985 -1.6787 -0.5682 -0.1 -0.5 -0.2
H -2.6412 -1.6504 -2.1743 0.2 -0.3 0.0
H -2.0090 0.4409 -0.1572 -0.1 0.3 0.0
H -3.3670 0.5374 -1.2683 0.0 -0.2 -0.1
H -0.9254 1.8777 -1.4452 0.2 0.5 -0.6
H -1.8747 1.5748 -3.0051 -0.4 0.6 0.5
O 5.1869 -0.1893 0.6568 0.1 0.2 0.0
C 5.1538 -1.3867 0.6017 0.0 -0.4 0.2
O 6.2081 -2.1162 0.1714 0.2 0.2 -0.3
C 5.9125 -3.5194 0.2529 0.1 -0.1 0.6
C 4.4011 -3.6100 0.3132 -0.2 -1.0 0.8
C 3.9936 -2.3111 0.9801 0.8 0.8 -1.1
H 6.3394 -3.8943 1.1896 0.0 0.1 0.0
H 6.3976 -4.0989 -0.5291 -0.1 0.5 -0.4
H 4.1819 -4.4597 0.9635 -0.2 0.4 -0.7
H 3.9227 -3.7541 -0.6517 0.1 0.1 -0.1
H 3.9421 -2.3585 2.0660 -0.2 0.0 -0.1
H 3.1267 -1.8432 0.5191 -0.2 -0.2 0.5
```
Positions in Å, forces in eV/Å.

Output
Molar mass (g mol⁻¹): 1249.194
LUMO (eV): -0.887
DFT total energy (hartree): -6459.4866
Kohn-Sham gap (eV): 9.097
Energy above the lowest of the compared OMol25 structures with the same formula, charge and spin (eV): 0.000